1.
181
Properties=species:S:1:pos:R:3 method="wB97M-V/def2-TZVPD" lumo_energy_ev="-3.59 / -3.59" multiplicity=2 e_homo_ev="-7.6 / -7.6" s2=0.75
C 0.410 1.814 -1.917
C 0.524 0.438 -1.125
C 2.004 0.184 -0.742
C 2.533 1.078 0.389
C 1.621 0.992 1.678
C 0.038 1.001 1.439
N -0.404 0.383 0.047
O -1.749 0.008 0.016
C -0.483 2.391 1.516
C -0.520 0.014 2.558
C 0.148 -0.820 -2.075
H 1.336 2.352 -2.119
H -0.252 2.486 -1.371
H 0.092 1.602 -2.938
H 2.761 0.357 -1.508
H 2.022 -0.856 -0.417
H 2.667 2.141 0.189
H 3.454 0.647 0.782
H 1.779 1.826 2.362
H 1.931 0.122 2.256
H -1.544 2.481 1.287
H -0.037 2.953 0.696
H -0.353 2.953 2.441
H -1.593 -0.010 2.748
H -0.162 0.290 3.550
H -0.160 -1.000 2.387
H -0.732 -0.557 -2.660
H -0.182 -1.782 -1.683
H 0.862 -1.112 -2.845
O -3.908 0.219 4.226
C -3.528 0.981 5.383
C -2.061 0.848 6.062
O -1.703 1.297 7.413
H -4.119 0.637 6.232
H -3.916 1.993 5.271
H -1.419 1.427 5.397
H -1.712 -0.172 5.896
C -7.071 -5.466 -3.602
C -5.757 -5.822 -2.896
C -4.672 -4.791 -2.820
C -4.143 -4.285 -4.147
C -3.056 -3.166 -4.098
C -1.584 -3.671 -3.601
H -7.731 -4.844 -2.998
H -7.541 -6.444 -3.703
H -6.991 -4.943 -4.555
H -6.007 -6.121 -1.878
H -5.342 -6.690 -3.408
H -3.837 -5.174 -2.234
H -4.961 -3.875 -2.306
H -3.856 -5.185 -4.691
H -4.932 -3.770 -4.695
H -2.862 -2.744 -5.084
H -3.265 -2.379 -3.373
H -0.965 -2.872 -3.195
H -1.768 -4.386 -2.799
H -1.155 -4.241 -4.425
C 3.634 4.100 -3.194
C 4.249 5.486 -2.719
O 5.659 5.237 -2.815
O 3.933 2.972 -2.417
H 3.713 4.019 -4.278
H 2.550 4.201 -3.261
H 3.897 5.663 -1.703
H 4.059 6.344 -3.364
H 6.075 5.519 -3.633
H 4.756 3.141 -1.952
C 4.762 0.429 -4.239
C 3.323 0.297 -4.965
O 2.487 1.426 -4.497
O 5.579 1.405 -4.829
H 5.345 -0.492 -4.220
H 4.520 0.668 -3.203
H 2.798 -0.639 -4.772
H 3.399 0.493 -6.035
H 2.664 1.769 -3.618
H 5.213 2.250 -4.558
C 4.578 -3.040 -1.023
C 5.606 -2.877 0.092
O 5.591 -1.564 0.654
O 4.733 -2.336 -2.193
H 3.609 -2.778 -0.596
H 4.522 -4.082 -1.340
H 6.526 -3.380 -0.204
H 5.362 -3.425 1.003
H 5.645 -0.852 0.012
H 5.641 -2.068 -2.348
C 2.901 -2.312 4.491
C 3.687 -3.633 4.239
O 2.680 -4.593 3.867
O 3.764 -1.240 4.731
H 2.315 -2.374 5.408
H 2.123 -2.071 3.767
H 4.321 -3.912 5.082
H 4.327 -3.384 3.393
H 2.288 -5.003 4.641
H 3.327 -0.412 4.944
C 2.151 5.250 2.241
C 1.509 6.499 1.549
O 2.197 6.812 0.436
O 3.300 5.627 2.965
H 2.631 4.555 1.552
H 1.400 4.687 2.795
H 1.319 7.364 2.184
H 0.528 6.433 1.078
H 2.999 7.270 0.700
H 3.780 4.811 3.128
C -5.646 1.360 0.310
C -5.124 2.205 1.503
O -3.822 1.791 1.791
O -5.693 -0.009 0.654
H -4.928 1.484 -0.501
H -6.678 1.518 -0.004
H -5.748 1.950 2.359
H -5.042 3.268 1.276
H -3.875 1.297 2.612
H -4.877 -0.487 0.821
C -3.561 -2.886 2.621
C -4.850 -3.083 3.429
O -4.749 -2.402 4.678
O -3.506 -1.765 1.921
H -3.303 -3.751 2.010
H -2.660 -2.993 3.225
H -5.140 -4.113 3.634
H -5.729 -2.640 2.962
H -4.413 -1.514 4.540
H -3.681 -1.058 2.545
O -1.788 -0.194 -6.971
C -0.702 -0.013 -6.450
N -0.317 1.172 -6.005
C 0.145 -1.250 -6.171
H -0.771 2.066 -6.126
H 0.594 1.277 -5.582
H 0.071 -1.569 -5.131
H 1.218 -1.224 -6.363
H -0.180 -1.999 -6.893
O 5.632 0.964 -0.803
C 6.780 1.378 -0.795
N 7.692 0.827 -0.017
C 7.302 2.483 -1.610
H 8.626 1.200 -0.105
H 7.508 -0.034 0.478
H 7.000 2.492 -2.658
H 8.392 2.487 -1.610
H 7.028 3.494 -1.310
O -1.682 5.121 2.585
C -2.257 4.948 3.623
N -1.554 4.768 4.689
C -3.721 4.932 3.628
H -1.979 4.424 5.539
H -0.560 4.881 4.554
H -3.975 5.590 2.797
H -4.178 5.304 4.545
H -4.168 3.979 3.346
O 0.439 -2.824 0.690
C -0.292 -3.760 0.275
N -1.604 -3.647 0.357
C 0.326 -5.012 -0.439
H -2.084 -2.894 0.828
H -2.133 -4.477 0.130
H 0.876 -4.757 -1.345
H -0.426 -5.796 -0.350
H 1.148 -5.121 0.268
O -2.947 1.582 -2.161
C -2.956 2.807 -2.301
N -2.912 3.531 -1.252
C -3.209 3.425 -3.695
H -3.128 4.514 -1.346
H -2.934 3.025 -0.378
H -4.093 2.956 -4.128
H -2.421 3.264 -4.431
H -3.381 4.502 -3.710
O 0.536 -3.824 5.977
C -0.541 -3.644 5.347
N -0.983 -2.427 5.052
C -1.446 -4.823 5.117
H -1.725 -2.403 4.367
H -0.407 -1.611 5.204
H -2.404 -4.359 4.882
H -1.461 -5.537 5.941
H -1.089 -5.364 4.240

=====

2.
182
Properties=species:S:1:pos:R:3 method="wB97M-V/def2-TZVPD" lumo_energy_ev=0.09 de_lowest_ev=2.7428 e_homo_ev=-8.7 smiles=COC[C@H](C)N.COC[C@H](C)N.COC[C@H](C)N.COC[C@H](C)N.COCCNCCOC.COCCNCCOC.COCCNCCOC.COCCNCCOC.CO.CO.CO
C -4.706 -5.539 -1.491
O -4.797 -5.549 -0.060
C -3.500 -5.262 0.500
C -3.564 -5.032 2.023
C -4.558 -3.927 2.487
N -2.260 -4.654 2.553
H -5.614 -5.963 -1.920
H -3.828 -6.133 -1.743
H -4.620 -4.550 -1.942
H -2.855 -6.122 0.322
H -3.070 -4.377 0.029
H -3.963 -5.929 2.494
H -4.185 -2.939 2.216
H -4.728 -3.944 3.564
H -5.513 -4.160 2.017
H -2.341 -4.698 3.559
H -1.617 -5.385 2.284
C -8.797 -1.502 -0.751
O -9.296 -0.171 -0.348
C -8.881 1.000 -1.126
C -7.388 1.341 -0.832
C -7.029 1.494 0.672
N -7.023 2.607 -1.462
H -9.247 -1.740 -1.715
H -9.108 -2.274 -0.046
H -7.716 -1.536 -0.881
H -8.996 0.816 -2.194
H -9.496 1.868 -0.885
H -6.739 0.516 -1.127
H -5.959 1.547 0.878
H -7.371 0.614 1.216
H -7.544 2.387 1.028
H -7.152 2.622 -2.464
H -6.090 2.935 -1.261
C -2.708 1.058 7.052
O -3.624 1.796 7.833
C -3.941 1.230 9.099
C -5.035 2.140 9.765
C -4.442 3.445 10.250
N -5.508 1.448 10.957
H -2.999 0.008 7.053
H -1.693 1.222 7.414
H -2.790 1.493 6.056
H -4.374 0.243 8.937
H -3.053 1.026 9.698
H -5.875 2.254 9.081
H -4.017 3.565 11.246
H -5.277 4.142 10.321
H -3.778 3.810 9.467
H -6.025 0.625 10.684
H -6.225 2.030 11.367
C 3.380 -9.937 -1.135
O 4.136 -9.541 -0.044
C 3.361 -9.409 1.133
C 2.535 -8.126 1.233
C 3.335 -6.802 1.337
N 1.545 -8.164 2.262
H 4.023 -9.902 -2.014
H 2.507 -9.325 -1.362
H 3.042 -10.957 -0.949
H 2.663 -10.238 1.251
H 3.950 -9.484 2.046
H 2.005 -8.010 0.288
H 3.777 -6.652 2.321
H 2.584 -6.012 1.300
H 4.054 -6.663 0.529
H 1.988 -8.386 3.142
H 0.921 -8.941 2.100
C 2.467 9.044 1.572
O 1.653 8.462 2.640
C 1.626 7.012 2.592
C 0.461 6.455 3.450
N -0.876 7.049 3.052
C -1.828 6.519 3.994
C -3.225 7.104 3.885
O -3.383 8.269 4.661
C -4.607 8.942 4.562
H 2.554 10.127 1.657
H 1.880 8.847 0.674
H 3.500 8.703 1.510
H 2.612 6.620 2.842
H 1.580 6.589 1.589
H 0.594 6.616 4.519
H 0.439 5.371 3.338
H -0.828 8.048 3.189
H -1.459 6.718 5.000
H -1.953 5.441 3.886
H -3.927 6.313 4.148
H -3.402 7.487 2.880
H -4.924 9.085 3.529
H -4.607 9.882 5.115
H -5.310 8.274 5.060
C 2.098 -4.198 -4.672
O 3.179 -4.198 -5.621
C 4.477 -4.199 -5.048
C 5.638 -3.896 -6.052
N 5.424 -2.554 -6.528
C 6.351 -2.157 -7.609
C 6.174 -0.647 -7.804
O 4.903 -0.284 -8.465
C 4.869 0.984 -9.046
H 1.186 -3.946 -5.213
H 2.222 -3.461 -3.879
H 2.068 -5.206 -4.257
H 4.648 -5.134 -4.515
H 4.617 -3.447 -4.272
H 5.600 -4.636 -6.851
H 6.613 -3.894 -5.565
H 4.469 -2.393 -6.816
H 5.898 -2.603 -8.494
H 7.397 -2.447 -7.516
H 6.954 -0.244 -8.449
H 6.315 -0.110 -6.867
H 5.073 1.802 -8.354
H 3.862 1.220 -9.390
H 5.584 0.946 -9.868
C 15.438 5.387 5.954
O 14.046 5.009 6.106
C 13.237 6.090 5.548
C 11.764 5.686 5.647
N 11.417 4.606 4.768
C 9.968 4.669 4.463
C 9.421 3.490 3.577
O 8.000 3.595 3.468
C 7.332 2.527 2.751
H 16.062 4.664 6.477
H 15.583 6.400 6.331
H 15.661 5.344 4.888
H 13.524 6.316 4.520
H 13.314 6.989 6.160
H 11.242 6.586 5.324
H 11.526 5.547 6.702
H 11.547 3.716 5.228
H 9.744 5.628 3.996
H 9.468 4.594 5.428
H 9.747 2.555 4.033
H 9.836 3.546 2.571
H 7.494 1.573 3.253
H 7.554 2.471 1.685
H 6.257 2.703 2.786
C -9.337 -6.407 -7.058
O -8.230 -5.540 -7.310
C -7.697 -5.558 -8.647
C -6.978 -4.220 -8.978
N -5.934 -3.919 -7.977
C -5.446 -2.492 -8.158
C -4.272 -2.204 -7.195
O -4.713 -1.973 -5.887
C -3.649 -1.541 -5.036
H -10.241 -5.940 -7.450
H -9.412 -6.453 -5.972
H -9.189 -7.428 -7.409
H -8.531 -5.583 -9.348
H -6.999 -6.366 -8.870
H -7.612 -3.338 -9.074
H -6.583 -4.318 -9.989
H -6.338 -3.923 -7.051
H -6.256 -1.782 -7.988
H -5.080 -2.248 -9.155
H -3.629 -1.390 -7.529
H -3.577 -3.044 -7.198
H -2.796 -2.216 -5.095
H -4.012 -1.411 -4.017
H -3.232 -0.578 -5.333
C 0.021 -0.128 0.528
O 0.470 -0.634 1.791
H -1.031 0.149 0.595
H 0.452 0.850 0.313
H 0.222 -0.941 -0.170
H -0.126 -1.378 1.908
C -1.992 5.175 -1.696
O -2.785 5.090 -0.522
H -2.563 4.954 -2.598
H -1.476 6.132 -1.769
H -1.134 4.504 -1.664
H -2.328 5.458 0.238
C 3.233 1.201 -4.126
O 2.817 2.416 -3.499
H 4.238 0.900 -3.829
H 2.520 0.439 -3.811
H 3.310 1.172 -5.213
H 3.171 3.201 -3.924